Below is an isolated ion of composition C11H17N2 and charge +1 at a distorted geometry, with properties calculated with ωB97M-V/def2-TZVPD.

```
! RIJCOSX wB97M-V def2-TZVPD def2/J DEFGRID3
* xyz 1 1
N -1.92258 0.07593 -1.71631
N -0.95440 -1.20142 -0.29151
C 2.08064 -0.50385 2.33201
C 1.35225 -0.09717 -0.09071
C -2.91867 0.99201 -2.31497
C 1.20838 0.25947 1.34051
C 0.37507 1.21812 1.71583
C -0.68341 0.57323 -1.51173
C 2.31793 0.76320 -0.81588
C -0.60480 -2.48454 0.31922
C -0.03766 -0.19425 -0.63510
C -2.07406 -1.00195 -0.93289
C -0.27145 2.27173 1.96884
H 2.29611 0.61311 -1.95932
H 0.11046 -2.88449 -0.25488
H -0.20506 1.36823 -1.93418
H -1.38385 -3.24535 0.42132
H 1.56073 -1.21412 2.80221
H -3.39597 1.48142 -1.58606
H -2.52267 1.61739 -3.02191
H -3.02247 -1.55313 -1.04823
H 1.53551 -1.22276 -0.08615
H 1.93664 1.87031 -0.72192
H 3.22172 0.69960 -0.39867
H -1.36547 2.13560 2.28064
H 0.03123 3.30579 1.94266
H 2.91523 -0.95687 1.84769
H 2.59857 0.07558 3.14459
H -0.41362 -2.29719 1.35748
H -3.72735 0.33280 -2.89765
*
```

Atomic partial charges in e from the Löwdin method, atoms 1 to 5: -0.055 0.001 -0.014 -0.312 0.048

***

Below is one molecule with the formula C11H17N3O3, with properties calculated with ωB97M-V/def2-TZVPD.

```
! RIJCOSX wB97M-V def2-TZVPD def2/J DEFGRID3
* xyz 0 1
O -3.40065 4.38007 -0.10663
O -2.34179 0.74133 2.44035
O -0.02797 -0.37691 -1.17664
N -0.80430 1.12086 0.84901
N 0.24762 -2.20207 0.16250
N -0.23021 -0.14238 1.07302
C -2.62585 2.65651 1.06503
C -0.01651 -0.89573 -0.07630
C -3.57805 3.36419 1.85931
C -2.56462 3.32773 -0.13668
C 2.25922 -3.40981 -0.61709
C -1.80670 3.10497 -1.39809
C -1.95819 1.42757 1.50673
C 3.15706 -2.17578 -0.67061
C -4.00468 4.39980 1.09848
C 4.62034 -2.53604 -0.44736
C 0.78842 -3.06931 -0.86050
H -4.70648 5.18867 1.28006
H -2.25688 3.70665 -2.18451
H 2.57662 -4.12468 -1.37839
H -3.87182 3.10537 2.85460
H 5.24312 -1.64597 -0.48798
H 4.75557 -3.00483 0.52526
H -0.76601 3.41300 -1.29050
H 0.34168 -2.50789 1.11815
H 3.04183 -1.69243 -1.64246
H 2.83914 -1.46014 0.09075
H -0.58896 1.46427 -0.07828
H 0.19309 -3.98798 -0.89438
H 0.67321 -2.53641 -1.80657
H -0.67902 -0.56639 1.88277
H -1.83315 2.05880 -1.69935
H 4.96351 -3.23024 -1.21140
H 2.36142 -3.89481 0.35767
*
```

Atomic partial charges in e from the Löwdin method, atoms 1 to 5: 0.054 0.063 0.054 0.090 0.062

***

Below is C11H17N3O4Y as an isolated structure at a distorted geometry, with properties calculated with ωB97M-V/def2-TZVPD.

```
! RIJCOSX wB97M-V def2-TZVPD def2/J DEFGRID3
* xyz 3 1
Y -0.53794 0.02438 -1.02600
O -1.29326 0.14450 2.44579
O -0.90260 3.11337 0.67641
O 0.53108 -2.76521 0.90499
O 1.72069 0.15787 1.84225
N 3.18434 1.51595 -1.63495
N 1.47524 -0.02070 -2.15596
N 3.68910 -0.75353 -1.98996
C -4.42345 -0.71378 -1.51334
C -3.73838 -0.76230 -2.66895
C -0.79799 2.11354 0.08934
C 1.20807 0.31668 0.81268
C 2.79207 0.25324 -1.93023
C 4.38561 1.87739 -0.89066
C 2.25782 2.62037 -1.86614
C 3.24040 -2.11464 -2.24525
C -1.36893 0.04884 1.29706
C 5.12784 -0.59857 -2.01466
C 0.03126 -1.95839 0.23656
H -4.64023 -1.62356 -0.93016
H 5.52839 -0.46732 -1.00409
H 2.56253 -2.43639 -1.44154
H -3.62099 0.12914 -3.30657
H 5.53428 -1.52421 -2.43383
H 4.55182 1.24569 -0.00455
H 5.28563 1.88713 -1.52245
H 4.13999 -2.74516 -2.27710
H 1.85445 3.01326 -0.91807
H 2.73052 -2.15743 -3.21971
H -3.37304 -1.71787 -3.07916
H 2.82912 3.41992 -2.36244
H 4.25592 2.90554 -0.52926
H 5.43590 0.22830 -2.65788
H 1.44711 2.26604 -2.51415
H 1.41446 -0.84820 -2.76465
H -4.88565 0.21887 -1.15122
*
```

Atomic partial charges in e from the Löwdin method, atoms 1 to 5: 1.392 0.249 0.256 0.240 0.236

***

Below is an isolated ion of composition C11H17N4 and charge +1 at a distorted geometry, with properties calculated with ωB97M-V/def2-TZVPD.

```
! RIJCOSX wB97M-V def2-TZVPD def2/J DEFGRID3
* xyz 1 1
N 1.14047 -0.93245 1.99193
N -0.60075 0.51532 0.90608
N -1.08603 0.00587 -2.15678
N 1.08839 -0.67854 -2.11452
C -1.29756 0.10704 3.30519
C 2.46524 -0.45798 2.51268
C 0.01910 -0.33917 -1.32779
C -0.89655 1.88543 0.46955
C 2.03202 -1.63099 -0.17453
C 2.07434 -1.29052 -1.51967
C -2.33319 0.56096 -1.64437
C 1.09485 -1.07303 0.62078
C -0.74804 0.24915 2.14448
C -0.95127 0.28076 -3.58809
C 0.09302 -0.35695 0.09680
H 2.25900 -0.26407 3.50643
H 2.81776 -2.28659 0.12801
H -1.63269 -0.29072 -4.07814
H -2.45476 0.02808 3.40172
H -3.05161 0.08972 -2.27034
H -0.01101 -0.05570 -3.92779
H -0.54805 1.97258 -0.63669
H -0.82527 0.04952 4.27108
H -2.37608 0.17721 -0.64034
H -1.95473 2.21202 0.44063
H -2.29669 1.55678 -1.78657
H 2.96363 -1.42115 -2.13518
H -0.44685 2.64358 1.16776
H 3.11269 -1.29245 2.37047
H 2.71143 0.32834 1.80772
H 0.82003 -1.60625 2.70352
H -1.18082 1.31420 -3.84400
*
```

Atomic partial charges in e from the Löwdin method, atoms 1 to 5: -0.035 -0.055 -0.138 0.129 0.107

***

Below is one molecule with the formula C11H17NO3S, with properties calculated with ωB97M-V/def2-TZVPD.

```
! RIJCOSX wB97M-V def2-TZVPD def2/J DEFGRID3
* xyz 0 1
S -0.03582 -0.84279 -1.46463
O -0.77010 -1.95753 -0.94559
O 0.09023 -0.68448 -2.88210
O 1.39657 -2.43031 2.48492
N 1.52026 -0.92044 -0.87338
C -0.81643 3.04187 -0.72402
C 3.06061 -0.36524 0.95134
C -1.56172 0.58751 0.32452
C -0.70802 0.65914 -0.75752
C -1.67433 2.99541 0.37310
C -2.04222 1.75777 0.88872
C 0.11497 -2.12941 2.98153
C -0.32974 1.87747 -1.28854
C 1.69211 -0.91279 0.56849
C 1.51281 -2.35424 1.08417
C -2.20064 4.26553 0.96542
H -1.39038 4.96986 1.14381
H -2.71124 1.70867 1.73532
H 2.11656 -0.27725 -1.36911
H -0.65445 -2.71029 2.46080
H 3.14227 0.69064 0.70042
H 3.20384 -0.48770 2.02164
H 0.91389 -0.28069 1.02575
H -2.71645 4.07647 1.90282
H 0.32330 1.89427 -2.14719
H -2.90128 4.73472 0.27540
H -0.53291 3.99962 -1.13515
H 3.83883 -0.91677 0.42958
H -0.12511 -1.06346 2.88903
H 0.12587 -2.39985 4.03631
H -1.84678 -0.38371 0.69774
H 2.39795 -2.93893 0.82284
H 0.63734 -2.79094 0.59036
*
```

Atomic partial charges in e from the Löwdin method, atoms 1 to 5: 0.648 -0.285 -0.284 -0.178 -0.090

***

Below is a 2-piece molecular cluster, C11H17NO4 overall at a distorted geometry, with properties calculated with ωB97M-V/def2-TZVPD.

```
! RIJCOSX wB97M-V def2-TZVPD def2/J DEFGRID3
* xyz 0 1
O -4.10962 -1.25138 -0.06193
O 3.34279 2.25728 3.65491
O 3.47212 3.68955 1.94581
O 4.29004 4.16718 4.01976
N 1.66405 1.61503 -1.09016
C 2.33193 1.47228 0.19265
C 1.03967 0.46479 -1.69340
C 1.73935 -1.18786 0.32682
C 0.25856 -2.22056 -1.75103
C -1.99831 -0.79174 -1.45618
C 3.72517 3.46332 3.14991
C 2.42105 0.09282 0.94412
C 1.01340 -0.96503 -1.05855
C -3.65536 -0.46379 1.06047
C -1.33564 -2.25168 -1.38971
C -3.59482 -0.76343 -1.31817
H 3.69679 2.47175 4.54102
H 2.96441 -0.01613 1.95519
H -3.91612 0.35076 -1.40648
H 1.77057 -2.20570 0.84730
H 0.48153 0.57627 -2.69576
H -1.39256 -2.61400 -0.29248
H 0.71529 -3.19997 -1.34338
H 0.44742 -2.22660 -2.88667
H -4.32709 -0.68573 1.95565
H -1.55166 -0.10654 -0.64358
H 2.81260 2.41946 0.64476
H -4.07526 -1.27592 -2.23935
H -1.89326 -2.97319 -2.09272
H -2.57207 -0.71404 1.36109
H -1.67115 -0.32535 -2.46322
H -3.68321 0.67638 0.87632
H 1.58938 2.52177 -1.59304
*
```

Atomic partial charges in e from the Löwdin method, atoms 1 to 5: -0.221 0.009 -0.081 -0.050 0.054

***

Below is one molecule with the formula C11H17NOSSi at a distorted geometry, with properties calculated with ωB97M-V/def2-TZVPD.

```
! RIJCOSX wB97M-V def2-TZVPD def2/J DEFGRID3
* xyz 0 1
S 1.72047 1.99443 -1.44764
Si 1.35628 -0.09838 -1.22985
O -3.81113 -0.69678 1.82842
N 2.60521 -0.70412 -0.14740
C -0.28782 -0.51916 -0.45804
C -4.98980 -0.86756 1.04627
C 2.77186 1.81014 0.04973
C -1.39033 0.24612 -0.78595
C 1.62669 -0.93338 -2.89239
C -0.35835 -1.31571 0.66306
C -2.55030 0.18054 -0.05683
C 1.86769 2.09525 1.24387
C 3.48006 0.44175 0.08239
C -2.63356 -0.63848 1.07063
C -1.52021 -1.41182 1.39204
H 2.13830 -0.87582 0.75076
H 1.85069 -1.97984 -2.75878
H -5.56538 -1.59709 1.60374
H 1.35501 3.01322 1.07976
H -1.38954 0.82195 -1.73257
H -5.52570 0.07018 1.02511
H 1.10442 1.30912 1.30526
H 4.04513 0.34094 1.02483
H 3.52828 2.58265 -0.03404
H 2.43342 2.15330 2.16375
H -3.43533 0.67393 -0.38111
H -1.57088 -1.95584 2.33701
H 0.78493 -0.79394 -3.57367
H 0.44895 -2.00500 0.88184
H 2.48376 -0.43160 -3.41029
H 4.22844 0.35436 -0.70646
H -4.80125 -1.26335 0.06656
*
```

Atomic partial charges in e from the Löwdin method, atoms 1 to 5: 0.728 0.288 -0.100 -0.098 -0.284

***

no.,HOMO-LUMO gap (eV),E (a.u.)
1,9.47,-538.50036
2,9.53,-819.35459
3,5.50,-931.75752
4,7.76,-647.97897
5,10.15,-1107.99236
6,5.40,-784.83753
7,9.49,-1247.06638